[1]
Formula: C40H37BrClFINO20
Source: OMol25
Level of theory: ωB97M-V/def2-TZVPD

Last column: Mulliken charge in e.
Positions of all 102 atoms, in Å:
C 0.994 -0.189 2.974  -1.097
C -0.206 -1.093 3.280  -0.601
C -1.215 -1.138 2.110  -1.039
Br -2.468 0.363 2.359  -0.003
C -1.926 -2.467 1.862  1.608
N -2.798 -2.447 0.654  -0.141
C -2.804 -1.495 -0.114  0.837
O -2.777 -0.603 -0.861  -0.542
C -0.938 -3.687 1.700  1.039
C -1.568 -4.818 0.842  -0.695
C -1.040 -6.195 1.205  -0.201
O -0.101 -6.714 0.646  -0.489
C 0.545 -3.497 1.312  -1.475
C 0.950 -2.480 0.229  -0.257
C 0.161 -2.477 -1.077  1.570
Cl 1.084 -3.222 -2.415  -0.269
C -0.985 -4.249 3.127  -0.591
O -0.112 -4.694 3.814  -0.563
O -2.298 -4.191 3.522  -0.375
C -2.848 -2.956 3.073  0.654
F -2.678 -2.091 4.145  -0.379
C -4.335 -3.194 2.898  -1.339
C -5.196 -1.945 2.674  -0.131
C -5.789 -1.391 3.962  -1.301
I -6.874 -2.518 1.407  0.056
H 1.346 0.297 3.883  0.416
H 0.717 0.604 2.278  0.157
H 1.828 -0.735 2.538  0.305
H -0.722 -0.659 4.133  0.633
H 0.116 -2.080 3.587  0.234
H -0.716 -0.827 1.195  0.582
H -2.649 -4.851 0.976  0.287
H -1.341 -4.683 -0.213  0.247
H -1.582 -6.723 2.010  0.397
H 0.896 -4.477 0.984  0.672
H 1.139 -3.272 2.194  0.568
H 1.983 -2.725 -0.026  1.057
H 1.005 -1.474 0.638  -0.774
H -0.785 -3.000 -1.021  -1.114
H -0.036 -1.456 -1.399  -0.091
H -4.521 -3.959 2.148  0.468
H -4.632 -3.634 3.853  0.664
H -4.680 -1.186 2.104  0.185
H -6.583 -0.678 3.746  0.465
H -6.260 -2.208 4.511  0.396
H -5.017 -0.932 4.579  0.264
O 0.948 0.181 -0.474  -0.309
C 1.815 0.880 -0.974  0.811
C 3.120 0.413 -1.369  -0.567
C 4.013 1.274 -1.891  0.104
O 5.219 0.887 -2.261  -0.575
C 3.674 2.743 -2.079  0.848
O 4.519 3.480 -2.547  -0.645
C 2.350 3.200 -1.694  -0.989
C 1.474 2.330 -1.177  0.109
O 0.246 2.663 -0.799  -0.594
H 3.346 -0.635 -1.229  0.523
H 5.716 1.668 -2.578  0.336
H 2.113 4.245 -1.837  0.501
H -0.171 1.846 -0.461  0.289
O -2.931 -4.058 -2.687  -0.357
C -3.883 -4.506 -3.301  0.903
C -3.886 -4.779 -4.722  -1.228
C -5.005 -5.246 -5.294  0.338
O -5.109 -5.526 -6.584  -0.578
C -6.268 -5.491 -4.506  1.102
O -7.233 -5.899 -5.123  -0.622
C -6.257 -5.233 -3.079  -0.852
C -5.134 -4.775 -2.508  0.134
O -5.020 -4.507 -1.217  -0.505
H -2.978 -4.595 -5.279  0.463
H -6.025 -5.837 -6.723  0.369
H -7.161 -5.423 -2.519  0.476
H -4.104 -4.198 -1.075  0.266
O 0.656 8.822 0.785  -0.638
C -0.267 8.040 0.919  0.966
C -1.548 8.376 1.511  -1.040
C -2.489 7.429 1.619  0.259
O -3.687 7.640 2.145  -0.574
C -2.262 6.015 1.146  1.186
O -3.172 5.224 1.305  -0.637
C -0.987 5.685 0.538  -0.993
C -0.048 6.632 0.427  0.178
O 1.146 6.427 -0.116  -0.502
H -1.700 9.391 1.849  0.429
H -4.159 6.785 2.100  0.373
H -0.836 4.673 0.188  0.631
H 1.620 7.280 -0.058  0.368
O 10.987 6.347 -1.853  -0.620
C 10.037 5.592 -1.778  1.053
C 8.731 5.961 -1.271  -0.895
C 7.759 5.039 -1.226  0.320
O 6.531 5.291 -0.801  -0.571
C 7.986 3.617 -1.674  1.075
O 7.049 2.846 -1.555  -0.615
C 9.280 3.253 -2.207  -1.130
C 10.250 4.177 -2.259  0.366
O 11.466 3.940 -2.722  -0.573
H 8.580 6.982 -0.952  0.444
H 6.016 4.470 -0.927  0.269
H 9.427 2.235 -2.540  0.451
H 11.960 4.779 -2.635  0.369

Computed properties:
E_LUMO	-1.826	eV
SMILES string	CC[C@H](Br)[C@@]1(N=C=O)[C@@](CC=O)(CCCCl)C(=O)O[C@]1(F)C[C@H](C)I.O=C1C=C(O)C(=O)C=C1O.O=C1C=C(O)C(=O)C=C1O.O=C1C=C(O)C(=O)C=C1O.O=C1C=C(O)C(=O)C=C1O
net charge	0


[2]
Formula: C40H37CuN2S2SiTe
Source: OMol25
Level of theory: ωB97M-V/def2-TZVPD

Last column: Mulliken charge in e.
Positions of all 84 atoms, in Å:
Cu -1.783 0.916 -1.566  0.069
S -3.100 5.162 -0.991  -0.541
C -2.864 3.640 -1.442  0.820
N -2.701 2.529 -1.783  -0.516
N 0.275 1.906 -1.440  -0.201
S 1.407 2.097 -0.386  0.612
C 2.959 1.350 -0.993  0.012
C 2.855 0.306 -1.891  -0.212
C 4.006 -0.309 -2.365  -0.460
C 5.251 0.120 -1.928  -0.500
C 5.346 1.157 -1.008  -0.592
C 4.198 1.772 -0.530  -0.473
C 1.978 3.819 -0.444  0.159
C 2.414 4.381 -1.634  -0.394
C 2.678 5.738 -1.691  -0.732
C 2.504 6.531 -0.564  -0.369
C 2.073 5.963 0.625  -0.671
C 1.803 4.603 0.685  0.047
H 0.497 2.239 -2.376  0.100
H 1.881 -0.019 -2.226  0.259
H 3.910 -1.125 -3.069  0.465
H 6.150 -0.349 -2.306  0.377
H 6.315 1.492 -0.658  0.385
H 4.266 2.580 0.188  0.410
H 2.545 3.758 -2.513  0.375
H 3.000 6.184 -2.624  0.382
H 2.696 7.595 -0.617  0.374
H 1.922 6.584 1.499  0.404
H 1.448 4.154 1.605  0.142
C -1.034 -0.139 7.642  -1.456
C -1.182 0.091 6.162  0.810
C -0.853 1.313 5.588  -1.167
C -1.032 1.555 4.232  0.954
C -0.618 2.895 3.679  -1.486
C -1.578 0.554 3.408  -0.308
Te -2.096 1.056 1.402  0.388
C -1.849 -0.702 3.964  1.111
C -2.330 -1.867 3.137  -0.718
C -1.653 -0.910 5.326  -0.823
H -0.640 0.750 8.135  0.336
H -0.361 -0.973 7.850  0.329
H -2.001 -0.375 8.092  0.319
H -0.447 2.102 6.214  0.213
H -0.149 3.504 4.453  0.398
H -1.469 3.445 3.275  0.425
H 0.088 2.751 2.858  0.056
H -2.375 -1.613 2.080  -0.569
H -3.325 -2.185 3.458  0.488
H -1.651 -2.714 3.250  0.281
H -1.881 -1.888 5.743  0.385
C 0.729 -3.437 1.994  -0.575
C 0.986 -2.104 1.703  -0.704
C 0.430 -1.532 0.569  0.372
C -0.379 -2.254 -0.309  -0.124
C -0.613 -3.595 0.001  0.230
C -0.068 -4.182 1.137  -0.781
Si -1.261 -1.318 -1.749  -0.180
C -0.153 -1.683 -3.290  0.232
C -0.036 -0.712 -4.287  -0.592
C 0.735 -0.921 -5.424  -0.666
C 1.416 -2.119 -5.585  -0.448
C 1.318 -3.100 -4.605  -0.735
C 0.536 -2.883 -3.478  0.138
C -2.743 -2.487 -2.096  0.576
C -3.017 -3.022 -3.356  -0.572
C -4.192 -3.721 -3.605  -0.683
C -5.125 -3.897 -2.595  -0.440
C -4.870 -3.381 -1.331  -0.658
C -3.696 -2.685 -1.092  0.017
H 1.133 -3.885 2.894  0.352
H 1.595 -1.504 2.370  0.434
H 0.596 -0.485 0.371  0.046
H -1.248 -4.184 -0.652  0.389
H -0.283 -5.220 1.364  0.380
H -0.572 0.226 -4.168  0.216
H 0.808 -0.149 -6.181  0.378
H 2.010 -2.294 -6.474  0.338
H 1.860 -4.032 -4.721  0.355
H 0.456 -3.660 -2.725  0.317
H -2.300 -2.885 -4.157  0.365
H -4.383 -4.120 -4.595  0.375
H -6.053 -4.421 -2.794  0.340
H -5.597 -3.509 -0.536  0.395
H -3.512 -2.272 -0.103  0.215

Computed properties:
E_LUMO (alpha / beta)	2.248 / 1.023	eV
expectation value of S²	0.759
energy above the lowest of the compared OMol25 structures with the same formula, charge and spin	0.107	eV
multiplicity	2
net charge	-1


[3]
Formula: C40H38BCdF3N17P
Source: OMol25
Level of theory: ωB97M-V/def2-TZVPD

Last column: Mulliken charge in e.
Positions of all 101 atoms, in Å:
Cd 0.182 0.251 -0.290  3.742
C 1.172 1.684 -3.800  -0.961
C -0.201 1.169 -3.527  0.319
C -1.398 1.511 -4.167  -1.326
C -2.339 0.668 -3.617  -0.148
N -1.733 -0.112 -2.713  1.610
N -0.410 0.196 -2.642  -1.028
B -2.322 -1.330 -1.964  -0.645
N -3.137 -0.899 -0.737  1.810
C -4.375 -0.359 -0.721  -0.219
C -4.668 -0.021 0.578  -1.750
C -3.523 -0.396 1.309  0.567
C -3.279 -0.288 2.777  -0.452
N -2.604 -0.908 0.505  -1.013
N -1.167 -2.290 -1.577  1.699
C -1.001 -3.532 -2.060  -0.062
C 0.154 -4.057 -1.528  -1.792
C 0.663 -3.043 -0.706  0.311
C 1.871 -3.100 0.165  -0.420
N -0.140 -1.985 -0.744  -1.122
N -3.274 -2.096 -2.902  0.746
C -4.224 -2.974 -2.508  -0.397
C -4.667 -3.644 -3.622  -1.252
C -3.905 -3.106 -4.680  0.758
C -3.967 -3.443 -6.137  -1.282
N -3.065 -2.186 -4.235  -1.235
H 1.130 2.677 -4.247  0.317
H 1.693 1.019 -4.492  0.315
H 1.764 1.727 -2.889  0.052
H -1.547 2.255 -4.930  0.417
H -3.386 0.548 -3.837  0.462
H -4.953 -0.261 -1.625  0.511
H -5.575 0.424 0.953  0.384
H -4.106 0.224 3.269  0.331
H -2.360 0.267 2.966  -0.293
H -3.167 -1.275 3.230  0.278
H -1.710 -3.957 -2.750  0.387
H 0.575 -5.032 -1.703  0.461
H 2.552 -3.874 -0.191  0.426
H 1.579 -3.352 1.187  -0.146
H 2.408 -2.153 0.176  0.008
H -4.502 -3.060 -1.470  0.544
H -5.427 -4.406 -3.673  0.397
H -4.600 -4.315 -6.303  0.355
H -2.972 -3.659 -6.526  0.299
H -4.375 -2.612 -6.715  0.258
N 2.658 3.306 -0.552  0.185
C 3.133 2.002 -0.528  0.119
N 4.431 1.803 -0.365  -0.520
N 4.549 0.475 -0.336  -0.884
N 3.380 -0.080 -0.469  -0.442
N 2.441 0.869 -0.593  0.262
C 1.430 3.772 -0.757  0.345
N 1.150 5.105 -0.669  -0.386
N -0.098 5.194 -0.952  -0.621
N -0.602 3.933 -1.233  -0.725
N 0.332 3.060 -1.112  0.795
H 3.371 4.000 -0.366  0.296
F -3.738 5.170 7.001  -0.265
C -2.896 5.824 6.167  0.885
F -1.951 6.384 6.948  -0.282
F -3.613 6.835 5.635  -0.272
C -2.320 4.923 5.121  0.394
C -1.052 4.381 5.279  -0.942
C -0.550 3.512 4.326  0.412
C -1.307 3.169 3.201  -0.096
C -2.582 3.730 3.055  -0.354
C -3.084 4.597 4.007  -0.997
C -0.808 2.260 2.214  0.536
C -0.460 1.470 1.358  -1.765
H -0.454 4.641 6.141  0.454
H 0.445 3.104 4.440  0.081
H -3.165 3.474 2.181  0.575
H -4.068 5.028 3.882  0.392
C 3.331 -1.702 3.184  -1.571
P 1.859 -0.637 2.860  1.397
C 0.669 -1.329 4.072  0.398
C -0.182 -0.523 4.826  -0.363
C -1.141 -1.080 5.659  -0.549
C -1.279 -2.457 5.745  -0.555
C -0.454 -3.273 4.983  -0.649
C 0.505 -2.713 4.153  -0.721
C 2.446 0.875 3.726  -0.097
C 2.640 2.026 2.972  -0.095
C 3.156 3.180 3.547  -0.419
C 3.469 3.199 4.897  -0.730
C 3.272 2.058 5.667  -0.819
C 2.771 0.904 5.083  -0.209
H 3.150 -2.713 2.821  0.506
H 3.601 -1.741 4.240  0.420
H 4.160 -1.288 2.608  0.411
H -0.106 0.553 4.753  0.271
H -1.793 -0.430 6.230  0.418
H -2.031 -2.892 6.391  0.358
H -0.562 -4.350 5.028  0.409
H 1.131 -3.368 3.558  0.120
H 2.356 2.017 1.930  0.049
H 3.293 4.070 2.944  0.430
H 3.859 4.100 5.353  0.378
H 3.513 2.067 6.723  0.414
H 2.623 0.018 5.690  0.398

Computed properties:
E_LUMO (alpha / beta)	2.455 / -0.303	eV
expectation value of S²	0.760
energy above the lowest of the compared OMol25 structures with the same formula, charge and spin	0.884	eV
multiplicity	2
net charge	-1


[4]
Formula: C40H38BaN2O3P2S3
Source: OMol25
Level of theory: ωB97M-V/def2-TZVPD

Last column: Mulliken charge in e.
Positions of all 89 atoms, in Å:
Ba -0.659 0.387 -0.183  1.027
C -2.663 2.782 1.098  -0.850
O -1.242 2.882 0.833  0.233
C -0.449 3.133 1.952  0.012
C -0.748 4.259 2.709  -0.686
C -0.024 4.554 3.854  -0.683
C 1.010 3.725 4.254  -0.916
C 1.328 2.616 3.489  -0.317
C 0.623 2.307 2.335  1.157
N 1.246 1.241 1.493  -0.489
N 1.508 0.107 1.930  0.524
C 0.795 -0.404 3.103  0.510
C -0.603 -0.421 3.056  -0.732
O -1.284 0.124 2.097  -0.425
C -1.303 -1.180 4.062  -0.744
C -0.641 -1.892 5.001  -1.101
C 0.789 -1.939 5.019  0.889
C 1.501 -2.702 5.968  -0.822
C 2.868 -2.762 5.947  -0.610
C 3.579 -2.043 4.963  -0.755
C 2.912 -1.280 4.043  -0.731
C 1.494 -1.213 4.045  1.055
H -3.038 3.752 1.419  0.374
H -2.831 2.022 1.861  0.256
H -3.145 2.493 0.164  0.194
H -1.555 4.906 2.395  0.392
H -0.269 5.438 4.429  0.421
H 1.580 3.944 5.147  0.425
H 2.157 1.978 3.771  0.480
H -2.384 -1.179 3.998  0.517
H -1.185 -2.469 5.741  0.379
H 0.943 -3.252 6.718  0.405
H 3.399 -3.354 6.681  0.395
H 4.661 -2.092 4.942  0.402
H 3.464 -0.722 3.295  0.460
C 2.993 0.926 -1.703  -1.394
P 1.388 0.933 -2.596  1.092
C 1.803 0.062 -4.143  -1.401
C 1.224 2.677 -3.172  -0.137
C 2.328 3.392 -3.626  -0.715
C 2.227 4.720 -4.007  -0.858
C 0.995 5.349 -3.934  -0.791
C -0.120 4.646 -3.503  -0.429
C -0.037 3.306 -3.124  0.317
P -1.563 2.378 -2.559  1.463
C -2.875 3.624 -2.808  -1.822
C -1.897 1.303 -4.018  -0.868
H 3.842 1.181 -2.342  0.479
H 3.154 -0.079 -1.303  0.345
H 2.957 1.609 -0.854  0.362
H 2.748 0.408 -4.567  0.444
H 1.008 0.241 -4.868  0.369
H 1.857 -1.011 -3.959  0.360
H 3.292 2.897 -3.672  0.282
H 3.103 5.256 -4.349  0.403
H 0.899 6.390 -4.214  0.393
H -1.068 5.165 -3.463  0.326
H -2.878 4.043 -3.816  0.478
H -2.792 4.438 -2.087  0.449
H -3.838 3.137 -2.643  0.420
H -1.738 1.839 -4.955  0.427
H -2.934 0.964 -3.970  0.473
H -1.283 0.401 -3.994  -0.223
O -1.039 -1.335 -1.597  -0.616
C -0.985 -2.694 -1.345  2.177
C -2.021 -3.032 -0.253  -0.432
C -2.086 -4.110 0.574  -0.189
C -3.254 -4.117 1.393  -0.844
C -4.051 -3.039 1.163  -0.575
S -3.402 -2.013 -0.035  0.015
C 0.421 -3.048 -0.833  0.158
C 0.904 -2.918 0.441  -0.661
C 2.313 -3.115 0.521  -0.857
C 2.860 -3.391 -0.696  -0.679
S 1.683 -3.420 -1.928  -0.044
C -1.330 -3.454 -2.610  -0.966
C -1.216 -4.792 -2.857  -0.511
C -1.660 -5.153 -4.158  -0.802
C -2.093 -4.067 -4.863  -0.525
S -2.009 -2.638 -3.944  -0.083
H -1.318 -4.872 0.604  0.515
H -3.491 -4.880 2.122  0.434
H -4.984 -2.802 1.651  0.482
H 0.275 -2.696 1.293  0.797
H 2.880 -3.056 1.440  0.474
H 3.898 -3.602 -0.906  0.453
H -0.819 -5.484 -2.125  0.502
H -1.641 -6.157 -4.557  0.418
H -2.465 -4.057 -5.876  0.466

Computed properties:
E_LUMO	-0.101	eV
energy above the lowest of the compared OMol25 structures with the same formula, charge and spin	0.735	eV
net charge	0


[5]
Formula: C40H38Cl3GaN5OS3
Source: OMol25
Level of theory: ωB97M-V/def2-TZVPD

Last column: Mulliken charge in e.
Positions of all 91 atoms, in Å:
Ga -1.790 -0.172 0.649  0.253
S -0.004 -1.500 0.175  -0.014
C -0.366 -1.700 -1.521  0.260
N 0.425 -2.474 -2.220  0.057
C 0.260 -2.559 -3.676  -0.700
C -1.207 -2.547 -3.999  -0.771
N -1.798 -1.331 -3.425  0.133
C -2.691 -0.564 -4.313  -1.148
C -1.933 -0.153 -5.557  0.676
C -2.310 -0.651 -6.799  -0.373
C -1.627 -0.249 -7.939  -0.621
C -0.560 0.631 -7.834  -0.479
C -0.182 1.128 -6.592  -0.793
C -0.865 0.735 -5.452  -0.193
C -1.453 -0.967 -2.216  0.497
S -2.286 0.396 -1.502  -0.339
C 1.448 -3.364 -1.652  -1.414
C 0.959 -4.798 -1.723  0.785
C -0.265 -5.154 -1.160  0.189
C -0.710 -6.464 -1.226  -0.846
C 0.066 -7.427 -1.861  -0.475
C 1.288 -7.077 -2.416  -0.672
C 1.732 -5.764 -2.356  -0.400
H 0.721 -3.480 -4.027  0.480
H 0.764 -1.709 -4.145  0.383
H -1.706 -3.426 -3.581  0.364
H -1.355 -2.538 -5.075  0.480
H -3.065 0.309 -3.790  0.496
H -3.539 -1.199 -4.581  0.399
H -3.152 -1.329 -6.880  0.422
H -1.937 -0.620 -8.906  0.423
H -0.023 0.935 -8.722  0.421
H 0.637 1.830 -6.516  0.441
H -0.582 1.142 -4.485  0.438
H 1.678 -3.064 -0.634  0.505
H 2.351 -3.252 -2.253  0.470
H -0.870 -4.407 -0.654  0.234
H -1.658 -6.741 -0.783  0.450
H -0.285 -8.448 -1.925  0.428
H 1.898 -7.826 -2.902  0.427
H 2.692 -5.498 -2.784  0.423
N -3.451 -1.190 1.414  -0.140
C -3.134 -1.899 2.667  0.498
C -2.219 -2.941 2.642  -0.144
C -1.912 -3.605 3.820  -0.864
C -2.512 -3.219 5.011  -0.588
C -3.431 -2.180 5.022  -0.572
C -3.753 -1.517 3.845  -0.713
H -3.786 -1.861 0.725  0.393
H -4.237 -0.563 1.583  0.455
H -1.777 -3.257 1.703  0.389
H -1.212 -4.429 3.802  0.452
H -2.282 -3.744 5.928  0.444
H -3.912 -1.885 5.945  0.450
H -4.502 -0.732 3.846  0.472
Cl 4.410 9.329 2.044  -0.167
C 3.589 7.846 2.301  0.324
C 3.436 7.348 3.589  -0.932
C 2.765 6.154 3.784  -0.253
C 2.242 5.439 2.714  -0.626
C 1.497 4.146 2.927  0.672
C -0.015 4.415 2.791  -1.254
N -0.761 3.161 2.716  0.245
C -1.425 2.544 3.748  -0.646
C -1.899 1.366 3.271  -0.229
N -1.519 1.268 1.944  0.384
C -0.827 2.379 1.649  -0.149
O 1.780 3.602 4.191  -0.317
C 2.044 2.199 4.234  -0.565
C 3.089 1.751 3.254  -0.497
C 4.385 2.197 3.268  0.765
Cl 5.065 3.288 4.379  -0.147
S 5.322 1.514 1.993  -0.149
C 3.980 0.622 1.432  -0.439
C 2.867 0.843 2.187  -0.042
C 2.419 5.956 1.432  0.760
Cl 1.813 5.087 0.051  -0.198
C 3.081 7.148 1.213  -0.864
H 3.841 7.896 4.428  0.450
H 2.645 5.756 4.782  0.504
H 1.794 3.447 2.136  0.421
H -0.201 4.992 1.888  0.596
H -0.355 4.978 3.658  0.272
H -1.504 2.986 4.727  0.444
H -2.452 0.594 3.776  0.529
H -0.393 2.611 0.688  0.610
H 1.128 1.619 4.061  0.080
H 2.371 2.010 5.256  0.369
H 4.086 -0.031 0.580  0.381
H 1.912 0.366 1.997  0.373
H 3.206 7.539 0.213  0.464

Computed properties:
E_LUMO	-10.529	eV
energy above the lowest of the compared OMol25 structures with the same formula, charge and spin	0.638	eV
net charge	+3